Below is a structure of composition C18H48FFeO6 at a distorted geometry, with properties calculated with ωB97M-V/def2-TZVPD.

XYZ file:
```
74
Properties=species:S:1:pos:R:3:forces:R:3
Fe -0.86693 -1.35212 1.27104 -0.322 2.369 -5.305
F -0.05597 -0.10325 -0.05390 -1.009 -1.964 2.320
C 0.59339 3.42644 -3.82983 0.920 -0.305 -1.388
C 0.12929 2.07845 -3.24273 1.548 2.684 -1.436
C 0.98774 0.85476 -3.56861 -1.100 -0.832 -0.862
O 0.30270 2.34535 -1.90789 -0.301 -0.392 3.362
H 0.42124 3.46557 -4.90544 -0.006 -0.042 -0.087
H 1.66785 3.54117 -3.68672 0.110 -0.062 0.037
H 0.13646 4.32538 -3.41602 -0.397 -0.433 0.330
H -0.93381 2.14318 -3.47452 -0.289 -1.439 -0.294
H 1.95748 0.65917 -3.11095 0.212 1.386 0.129
H 1.11576 0.67668 -4.63632 -0.199 -0.016 -0.010
H 0.46922 -0.00611 -3.14654 -0.566 -0.472 -0.266
H 0.22308 1.49006 -1.47925 0.026 -0.095 0.580
C 5.08957 -1.10909 -1.63309 -0.837 -0.957 0.195
C 3.72520 -0.94257 -0.88405 2.231 3.293 1.328
C 3.57826 0.56891 -0.44473 0.616 -0.323 0.347
O 2.60677 -1.27636 -1.60416 -1.534 -0.732 -1.469
H 4.99824 -0.94838 -2.70730 -0.503 -0.601 -0.079
H 5.40638 -2.11440 -1.35547 0.334 -0.099 -0.765
H 5.93772 -0.45468 -1.43190 -0.489 0.325 0.982
H 3.63331 -1.51656 0.03802 0.989 -0.245 0.279
H 3.39452 1.28689 -1.24401 -0.203 -0.356 -0.367
H 4.47413 0.95084 0.04481 0.265 -0.308 0.029
H 2.80619 0.69129 0.31489 -0.525 -0.125 0.025
H 1.91706 -0.79425 -1.14212 -0.471 0.043 -0.350
C -1.46735 -4.82391 -0.55398 -2.265 -0.051 0.265
C -0.38117 -4.28776 0.29698 1.321 -2.374 -1.066
C 0.89297 -4.84159 -0.24045 2.417 -1.455 0.303
O -0.22818 -2.89921 0.05392 -1.261 3.004 2.289
H -1.35251 -4.62423 -1.61937 0.409 0.026 0.056
H -2.41483 -4.36923 -0.26479 -0.331 0.061 0.008
H -1.64226 -5.89248 -0.42876 0.386 -0.034 0.065
H -0.43469 -4.49323 1.36610 -0.399 0.341 0.069
H 1.18388 -5.79010 0.21100 -0.406 -0.199 0.201
H 1.77447 -4.23854 -0.02273 -0.076 0.381 0.125
H 0.94016 -5.07404 -1.30433 -0.549 0.374 -0.172
H 0.17348 -2.82103 -0.81450 0.427 0.748 -0.661
C -2.83511 -1.44615 -2.28724 0.091 -0.197 -0.683
C -3.08732 -0.41285 -1.26439 -0.620 0.400 0.707
C -4.50883 0.03229 -1.07972 -1.053 0.267 -0.121
O -2.80477 -0.99630 0.07547 2.121 0.203 1.245
H -3.09032 -2.44974 -1.94698 -0.207 0.023 -0.018
H -1.77891 -1.42523 -2.55576 -0.048 -0.125 -0.302
H -3.46386 -1.19689 -3.14202 0.312 -0.239 -0.293
H -2.50331 0.48956 -1.44524 0.572 -0.238 0.569
H -5.13929 -0.78062 -0.71944 -0.253 -0.245 -0.537
H -4.85200 0.43165 -2.03410 -0.287 -0.311 -0.128
H -4.70893 0.83604 -0.37117 0.695 0.121 0.132
H -3.49046 -1.63279 0.29067 -0.461 -0.381 -0.205
C 2.30343 2.24920 3.23099 -0.407 -1.209 1.515
C 1.84034 3.50343 2.48842 -1.790 -0.308 -3.347
C 1.81554 3.37957 0.98107 -0.178 0.000 -0.811
O 0.60771 4.01805 2.85969 1.223 -0.556 -0.010
H 1.91629 2.22241 4.24957 0.605 0.526 0.428
H 3.38174 2.09417 3.19482 -0.159 0.295 -0.007
H 1.78798 1.36942 2.84577 0.044 0.165 -0.886
H 2.55902 4.23011 2.86728 0.976 1.018 0.494
H 1.17310 4.09294 0.46487 0.091 0.547 0.439
H 1.32148 2.45711 0.67598 0.012 -0.497 0.310
H 2.74625 3.36545 0.41391 0.330 0.068 0.643
H 0.65296 4.11574 3.81363 -0.531 0.334 1.170
C -1.90445 1.65681 3.94156 -0.101 0.164 0.453
C -2.27259 0.23964 3.41421 1.281 1.564 3.810
C -3.63519 -0.21605 3.73611 -1.615 -0.303 0.310
O -1.84762 0.20927 2.08742 0.876 -1.112 -1.098
H -0.90659 1.97258 3.63713 -0.019 -0.059 -0.963
H -1.72146 1.77360 5.00972 -0.772 -0.760 0.337
H -2.66916 2.39688 3.70574 0.074 0.095 -0.312
H -1.58636 -0.39222 3.97808 0.201 -0.544 -0.073
H -3.79306 -0.02642 4.79782 0.243 -0.303 0.204
H -3.78442 -1.28290 3.56975 0.083 -0.094 0.020
H -4.50555 0.29048 3.31899 0.360 0.340 -0.627
H -1.97512 1.10093 1.75534 0.136 0.226 -1.112
```
Forces are in eV/Å.

Its multiplicity is 7. As for the net charge: +3. For the LUMO energy (alpha / beta), the calculation gives -11.3 / -14.1 eV. For the largest force on an atom, the calculation gives 0.113 Eh/bohr.



Below is the molecule C6H12O, with properties calculated with ωB97M-V/def2-TZVPD.

XYZ file:
```
19
Properties=species:S:1:pos:R:3:forces:R:3
C 2.21074 1.47292 -0.15420 0.014 0.061 -0.031
C 1.23040 0.52577 0.53233 -0.010 -0.037 0.051
C -0.63080 -1.74280 0.09156 -0.377 0.061 -0.149
C -1.61361 -2.53537 -0.65176 0.013 -0.082 0.168
C -1.14946 -0.41021 0.49312 0.041 -0.068 -0.077
C -0.20828 0.72291 0.06334 0.180 -0.284 -0.109
O -0.78590 1.91690 0.56773 0.081 0.270 -0.082
H 1.96043 2.52803 0.01622 0.051 -0.126 -0.010
H 2.22132 1.30144 -1.23788 -0.004 0.039 0.160
H 3.22983 1.32102 0.21448 -0.141 0.037 -0.044
H 1.25278 0.66589 1.62090 -0.008 -0.012 -0.124
H 1.50828 -0.51392 0.33411 -0.012 0.174 0.036
H -1.32748 -2.14700 -1.65502 -0.015 -0.020 0.041
H -1.41258 -3.60966 -0.68531 -0.030 0.164 -0.008
H -2.68556 -2.31357 -0.52491 0.130 0.017 0.040
H -1.13650 -0.43757 1.59795 0.043 -0.051 -0.105
H -2.18054 -0.15644 0.18752 0.153 -0.092 -0.013
H -0.21484 0.75251 -1.04192 0.012 0.019 0.158
H -0.26822 2.65913 0.23176 -0.119 -0.070 0.096
```
Forces are in eV/Å.

Its multiplicity is 1. As for the net charge: 0. For the LUMO energy, the calculation gives 0.3 eV. For the largest force on an atom, the calculation gives 0.008 Eh/bohr. The value obtained for the energy relative to the best compared isomer or geometry (same formula, charge and spin) is 88.3 kcal per mole.



Below is a cluster of 2 separate species, C4H15N3O in total at a distorted geometry, with properties calculated with ωB97M-V/def2-TZVPD.

XYZ file:
```
23
Properties=species:S:1:pos:R:3:forces:R:3
N 0.11065 -2.23036 0.70132 -1.664 -5.032 -0.384
C -0.21372 -2.01880 -0.68462 -1.808 0.497 0.046
C -0.67387 -0.53225 -0.97443 -1.395 0.561 -2.913
N 0.44331 0.32098 -1.50628 -2.247 0.734 0.484
C 0.42184 1.80933 -1.19958 2.728 -1.792 -0.093
C 1.05019 2.05912 0.17885 0.633 -1.812 -1.576
N 0.30824 1.60225 1.30037 0.759 0.783 0.834
H 0.50541 -3.21083 0.87215 -0.989 1.724 -0.437
H 0.79065 -1.67328 0.98603 3.887 3.396 1.605
H -1.04109 -2.71925 -0.82024 -0.536 0.492 -0.361
H 0.46735 -2.41142 -1.44263 0.717 0.702 0.008
H -1.33086 -0.68661 -1.97103 0.702 0.392 2.423
H -1.32050 0.10688 -0.19479 1.361 -2.106 -1.564
H 1.31080 -0.13474 -1.34045 0.910 0.268 0.321
H 1.13578 2.23960 -1.96651 -1.073 -0.087 0.677
H -0.52928 2.32635 -1.19970 -0.533 -0.567 -0.595
H 2.07655 1.62641 0.15162 -0.448 0.327 0.134
H 1.10039 3.08927 0.24460 0.692 2.309 0.404
H -0.22447 0.78392 1.19420 -0.575 -1.107 -0.132
H -0.30794 2.34270 1.53910 -0.785 0.317 0.655
O -1.63301 -0.53103 2.11116 2.289 -1.949 1.538
H -0.88530 -1.01280 2.66303 -2.332 1.745 -1.263
H -1.56111 -1.14544 1.35781 -0.294 0.204 0.187
```
Forces are in eV/Å.

Its multiplicity is 1. As for the net charge: 0. The structure (SMILES) is NCCNCCN.O. For the LUMO energy, the calculation gives 0.8 eV. For the largest force on an atom, the calculation gives 0.105 Eh/bohr. The value obtained for the energy relative to the best compared isomer or geometry (same formula, charge and spin) is 62.0 kcal per mole.



Below is a cluster of 2 separate species, CH4N3OS in total at a distorted geometry, with properties calculated with ωB97M-V/def2-TZVPD.

XYZ file:
```
10
Properties=species:S:1:pos:R:3:forces:R:3
C -0.36877 -1.08270 -1.39795 -0.029 0.087 1.601
N -0.84665 -1.86690 -0.63302 -0.698 -1.143 -0.568
N 1.75240 1.13741 0.46024 -4.019 -2.334 3.051
N -0.55391 0.63246 0.97526 1.395 0.292 1.792
O 0.18956 -0.11632 -1.76193 0.100 0.013 -1.313
S 0.41942 1.49997 0.01705 -1.715 -0.130 0.129
H -1.44123 -2.69556 -0.69317 0.475 0.568 -0.124
H 2.56091 1.41391 0.13828 5.263 2.179 -2.408
H -1.55728 0.70856 0.96889 -0.289 0.343 -0.415
H -0.15446 0.36918 1.92635 -0.482 0.124 -1.745
```
Forces are in eV/Å.

Its multiplicity is 1. As for the net charge: +1. For the LUMO energy, the calculation gives -6.0 eV. For the largest force on an atom, the calculation gives 0.120 Eh/bohr. The value obtained for the energy relative to the best compared isomer or geometry (same formula, charge and spin) is 33.9 kcal per mole.



Below is a structure of composition C8H20F2LiN2O11S2 at a distorted geometry, with properties calculated with ωB97M-V/def2-TZVPD.

XYZ file:
```
46
Properties=species:S:1:pos:R:3:forces:R:3
Li -5.04863 -0.91014 -2.98568 -0.075 0.096 0.248
N -1.18080 -0.57729 -2.43126 2.447 -4.094 -1.258
S -0.58944 -0.03671 -1.14139 -0.273 7.316 6.859
O 0.63711 0.77453 -1.24295 -2.185 -1.880 0.174
O -0.83990 -0.77189 0.11784 1.079 0.798 -2.398
F -1.76263 1.09086 -0.99511 0.307 0.130 -0.075
S -0.06546 -1.90712 -2.22682 0.453 -6.993 -3.672
O -0.58469 -3.02588 -1.42716 0.582 2.442 -0.607
O 1.39230 -1.78733 -2.31381 -2.672 1.033 0.569
F -0.37149 -2.58838 -3.70088 -0.065 1.144 0.359
N -6.96548 3.78454 -4.01467 1.079 2.436 1.010
O -5.87375 4.21956 -4.30232 3.005 1.258 -1.195
O -7.77290 4.60533 -3.54564 -1.842 -0.763 0.183
O -7.11892 2.58944 -4.13199 -2.181 -3.304 0.077
C 3.08111 -1.44578 -8.73550 1.383 0.077 0.631
O 1.69725 -1.37601 -8.72934 0.396 -0.246 -0.843
C 1.18911 -1.52026 -10.02650 -0.434 0.208 0.437
C -0.22533 -1.93359 -9.89524 -1.314 0.512 0.132
O -0.92495 -1.06112 -9.02018 -1.096 0.022 -0.126
C -2.32090 -1.43322 -8.94380 1.017 0.109 0.143
H 3.54480 -2.12428 -9.45154 -0.552 -0.824 -0.146
H 3.38436 -1.75510 -7.73526 0.186 0.216 -0.039
H 3.59779 -0.53213 -9.02941 -0.298 0.720 0.376
H 1.73248 -2.26319 -10.61037 0.144 -0.262 0.018
H 1.17956 -0.60718 -10.62175 0.425 0.526 0.202
H -0.36499 -2.94166 -9.50487 0.187 -0.345 -0.337
H -0.63394 -1.76756 -10.89202 -0.429 -0.745 -0.354
H -2.39778 -2.45934 -8.58428 -0.060 -0.146 0.211
H -2.83656 -1.40033 -9.90355 0.166 0.187 -0.325
H -2.83425 -0.75915 -8.25809 0.278 -0.003 0.004
C -8.51723 -3.52914 -3.32522 1.559 -0.118 -0.482
O -7.12599 -3.50987 -2.78838 -1.772 -0.249 0.064
C -7.03969 -4.21539 -1.53804 -0.034 0.488 0.232
C -7.47022 -3.34903 -0.32820 1.737 -1.025 -0.817
O -6.57231 -2.24216 -0.32685 -0.352 0.843 0.320
C -6.76750 -1.50271 0.88256 -0.379 -0.153 0.385
H -9.29157 -3.20966 -2.62777 0.313 0.151 0.138
H -8.77353 -4.50323 -3.74180 0.168 -0.457 0.542
H -8.51023 -2.92102 -4.22979 0.069 0.508 0.395
H -6.00411 -4.49096 -1.33872 0.207 0.299 -0.425
H -7.55698 -5.17215 -1.60951 -0.460 0.060 0.130
H -7.16917 -3.88004 0.57485 -0.682 -0.602 0.159
H -8.53921 -3.13610 -0.33195 0.017 0.585 0.074
H -7.84610 -1.40784 1.00796 -0.049 0.817 0.034
H -6.20375 -0.57200 0.94655 -0.325 0.121 -0.841
H -6.45292 -1.99329 1.80370 0.324 -0.893 -0.164
```
Forces are in eV/Å.

Its multiplicity is 1. As for the net charge: -1. For the LUMO energy, the calculation gives 0.3 eV. For the largest force on an atom, the calculation gives 0.195 Eh/bohr. The value obtained for the energy relative to the best compared isomer or geometry (same formula, charge and spin) is 0.0 kcal per mole.



Below is a structure of composition C37H27BiFN3 at a distorted geometry, with properties calculated with ωB97M-V/def2-TZVPD.

XYZ file:
```
69
Properties=species:S:1:pos:R:3:forces:R:3
Bi -17.30587 5.15373 2.33722 -1.319 0.115 0.454
C -21.18864 9.10458 3.15651 -0.459 -1.746 -0.115
C -21.81156 7.82977 2.98033 1.057 0.135 1.072
C -21.34038 6.73147 3.71199 0.528 1.170 0.216
C -20.27004 6.97775 4.64077 -0.557 -0.589 -1.896
N -19.69224 8.15650 4.76812 0.301 0.079 -0.121
C -20.09893 9.18569 4.01624 -1.707 -1.174 0.186
C -19.68587 5.88719 5.45706 0.423 -1.204 1.053
C -20.41515 5.47439 6.59259 -0.436 1.308 -1.393
C -19.89174 4.52821 7.39695 0.604 -1.015 1.630
C -18.67197 3.97082 7.12052 0.727 1.129 -1.744
C -17.96718 4.44161 5.99586 0.634 -0.524 0.622
N -18.45365 5.36187 5.16711 -1.545 0.717 0.353
C -16.54364 3.94318 5.69336 -0.034 -1.543 2.654
C -15.66291 3.31315 6.70371 -1.012 1.335 -2.181
C -14.39182 2.89567 6.26966 -1.480 0.468 2.899
C -14.04393 3.06128 4.98999 -0.023 -0.361 -3.326
C -14.95072 3.57955 4.07828 -1.042 0.869 -0.306
N -16.18665 4.00667 4.44442 1.529 0.119 -0.890
H -21.56560 9.94935 2.61316 0.051 0.333 -0.045
H -22.65050 7.60649 2.33483 0.010 0.602 -0.253
H -21.82543 5.77229 3.50060 0.508 0.160 0.566
H -19.65433 10.10376 4.26138 0.725 1.179 -0.085
H -21.36447 5.92859 6.88613 0.309 0.063 -0.459
H -20.34991 4.28408 8.34546 -0.354 -0.196 -0.103
H -18.21925 3.25293 7.72933 0.424 -1.008 0.913
H -16.04082 3.25792 7.71221 0.336 -0.111 0.145
H -13.61416 2.52491 6.92974 -0.484 -0.222 0.323
H -13.15142 2.59284 4.61588 0.493 0.381 -0.086
H -14.80869 3.78829 3.00553 0.689 -0.611 0.477
F -19.19823 -0.41193 6.36427 -0.538 -1.005 1.265
C -18.94709 0.39922 5.36901 1.126 1.875 -1.912
C -19.85589 1.39933 5.00060 0.530 -1.117 1.263
C -19.58996 2.27377 3.95955 -2.136 0.004 0.333
C -18.42393 2.18064 3.23866 1.145 -0.357 -0.321
C -18.19512 3.01459 2.02185 -0.971 0.500 0.493
C -17.47362 1.20711 3.65356 -1.716 0.596 0.636
C -17.71513 0.32024 4.70840 -0.129 0.496 -0.906
H -20.73151 1.46208 5.63856 -0.217 0.142 -0.363
H -20.48412 2.91181 3.70536 1.454 -0.237 -0.059
H -19.17762 3.09423 1.48642 1.094 0.190 0.140
H -17.40965 2.62984 1.40066 0.122 -0.406 -0.501
H -16.56094 1.16686 3.12300 0.887 -0.213 -0.491
H -16.94203 -0.42219 4.87475 -0.331 -0.087 0.504
C -15.74709 4.85922 0.74902 2.256 -0.886 0.315
C -16.70485 5.29525 0.08387 -1.487 0.856 -0.744
C -18.00954 5.74385 -0.16909 0.446 -0.019 0.591
C -18.28374 7.21059 -0.31205 -0.535 -0.406 0.805
C -19.30427 7.80952 0.44264 0.498 -0.438 -0.002
C -19.63885 9.10657 0.15430 -1.715 2.376 0.147
C -18.96308 9.94643 -0.78374 0.529 -1.547 0.182
C -17.88382 9.36189 -1.48490 -2.304 -0.155 1.623
C -17.62732 8.01024 -1.20573 1.029 0.700 -2.617
C -18.97353 4.75759 -0.68015 -0.932 -0.868 -0.798
C -18.51184 3.53657 -1.25893 1.671 1.230 -0.442
C -19.28930 2.71915 -2.04336 -1.462 -0.942 1.634
C -20.68420 2.98729 -1.97493 0.550 -1.869 -1.551
C -21.18646 4.05781 -1.33880 -0.099 1.168 0.498
C -20.36483 4.95132 -0.69747 1.047 0.490 0.789
H -19.78670 7.22647 1.24576 0.073 0.491 -0.598
H -20.57848 9.53026 0.63820 1.512 -0.471 -0.516
H -19.29584 10.96214 -0.98812 -0.015 -0.259 0.138
H -17.44900 9.85589 -2.33392 0.445 0.122 0.018
H -17.00244 7.61177 -2.00528 0.372 -0.668 0.720
H -17.42032 3.36600 -1.18180 -0.722 -0.037 -0.123
H -18.90780 1.73140 -2.38543 -0.300 1.079 -0.094
H -21.44660 2.34682 -2.39574 0.367 -0.408 -0.457
H -22.23020 4.28051 -1.36796 -0.634 -0.187 0.119
H -20.83623 5.72416 -0.10562 0.194 0.408 -0.279
```
Forces are in eV/Å.

Its multiplicity is 1. As for the net charge: 0. For the LUMO energy, the calculation gives -0.2 eV. For the largest force on an atom, the calculation gives 0.065 Eh/bohr.